Entry 1:
Entry from the OMol25 dataset: 2 unconnected molecules or ions with the total composition C2H2O3 in a non-equilibrium geometry (the ωB97M-V functional and the def2-TZVPD basis).

Values from the calculation:
Strongest force on any atom, eV Å⁻¹: 5.2
Multiplicity: 1
Energy above the lowest of the compared OMol25 structures with the same formula, charge and spin, kJ/mol: 691.85

Each line ends with the Löwdin charge.
CARTESIAN COORDINATES (ANGSTROEM)
C: 0.273 -0.916 -0.337  -0.241
C: -0.004 0.436 0.231  -0.414
O: 1.110 -1.059 -1.182  0.083
O: -0.484 0.838 1.421  0.072
O: 0.707 1.342 0.833  0.110
H: -0.537 -1.583 0.133  0.153
H: -1.066 0.943 -1.099  0.239

***

Entry 2:
Entry from the OMol25 dataset: a single C6H11N molecule in a non-equilibrium geometry (the ωB97M-V functional and the def2-TZVPD basis).

Values from the calculation:
Strongest force on any atom, eV Å⁻¹: 2.5
Multiplicity: 1
Energy above the lowest of the compared OMol25 structures with the same formula, charge and spin, kJ/mol: 177.86
SMILES: C=CC/C(C)=C/N

Each line ends with the Löwdin charge.
CARTESIAN COORDINATES (ANGSTROEM)
C: 2.005 0.296 -0.122  -0.051
C: 0.497 0.316 -0.175  -0.322
C: -0.187 0.625 -1.282  -0.171
N: 0.385 1.132 -2.483  0.029
C: -0.214 0.183 1.158  -0.170
C: -1.259 -0.953 1.019  -0.162
C: -1.565 -1.687 2.096  -0.017
H: 2.398 0.777 0.802  0.088
H: 2.408 -0.664 0.054  0.062
H: 2.349 0.802 -1.020  0.055
H: -1.282 0.696 -1.340  0.120
H: 1.369 1.272 -2.635  0.060
H: -0.132 0.859 -3.307  0.070
H: -0.783 1.128 1.405  0.130
H: 0.500 -0.050 1.970  0.110
H: -1.774 -1.087 0.085  0.082
H: -2.417 -2.322 2.216  0.035
H: -1.035 -1.665 3.047  0.053

***

Entry 3:
Entry from the OMol25 dataset: a molecular structure, C36H31N10O3S2Tc in a non-equilibrium geometry (the ωB97M-V functional and the def2-TZVPD basis).

Values from the calculation:
Net charge: +1
Strongest force on any atom, eV Å⁻¹: 3.6
Multiplicity: 4
Energy above the lowest of the compared OMol25 structures with the same formula, charge and spin, kJ/mol: 149.37
Expectation value of S²: 3.771

Each line ends with the Mulliken spin population.
CARTESIAN COORDINATES (ANGSTROEM)
Tc: 0.301 0.356 0.305  2.204
N: -2.359 0.164 2.405  -0.003
C: -1.146 -0.078 3.054  0.004
C: -1.242 -0.327 4.427  0.000
C: -0.099 -0.592 5.140  -0.001
C: 1.122 -0.631 4.475  0.002
C: 1.135 -0.384 3.125  0.040
N: 0.020 -0.098 2.425  -0.044
C: -2.757 0.307 1.083  0.033
C: -4.154 0.369 0.910  -0.007
C: -4.690 0.451 -0.345  0.006
C: -3.823 0.450 -1.439  0.001
C: -2.480 0.384 -1.196  0.017
N: -1.924 0.325 0.041  -0.125
H: -2.963 0.705 3.007  0.000
H: -2.213 -0.320 4.903  0.000
H: -0.156 -0.784 6.203  0.000
H: 2.046 -0.842 4.992  0.001
H: 2.051 -0.385 2.552  -0.017
H: -4.786 0.330 1.787  0.000
H: -5.762 0.496 -0.480  0.000
H: -4.182 0.508 -2.456  0.000
H: -1.786 0.399 -2.020  0.007
O: -1.658 4.114 0.712  0.007
S: -0.457 3.439 1.139  -0.013
O: -0.536 2.640 2.334  0.007
N: 0.051 2.438 -0.035  0.036
C: 0.100 2.867 -1.345  0.039
C: -0.059 4.149 -1.838  0.007
C: 0.058 4.412 -3.214  -0.004
C: 0.308 3.425 -4.130  0.005
C: 0.453 2.099 -3.674  -0.015
C: 0.647 0.996 -4.534  0.018
C: 0.726 -0.269 -4.020  -0.012
C: 0.631 -0.444 -2.632  0.027
N: 0.478 0.567 -1.799  -0.048
C: 0.375 1.838 -2.290  -0.003
C: 0.788 4.682 1.304  0.002
C: 0.383 6.007 1.403  -0.001
C: 1.345 6.995 1.548  0.000
C: 2.690 6.654 1.587  0.000
C: 3.079 5.325 1.484  0.001
C: 2.129 4.326 1.342  0.003
H: -0.287 4.964 -1.170  0.000
H: -0.071 5.433 -3.549  0.000
H: 0.375 3.635 -5.188  0.000
H: 0.712 1.170 -5.602  0.001
H: 0.862 -1.134 -4.653  0.001
H: 0.708 -1.430 -2.194  -0.004
H: -0.670 6.249 1.367  0.000
H: 1.042 8.031 1.629  0.000
H: 3.438 7.428 1.696  0.000
H: 4.129 5.064 1.512  0.000
H: 2.416 3.285 1.260  0.012
O: 1.728 1.180 1.127  0.821
N: -4.736 -9.061 -0.919  0.000
C: -4.010 -8.188 -0.752  0.000
C: -3.104 -7.091 -0.542  0.000
C: -3.564 -5.781 -0.633  0.000
C: -2.696 -4.725 -0.432  0.000
C: -1.360 -4.973 -0.138  0.000
C: -0.897 -6.278 -0.047  0.000
C: -1.767 -7.334 -0.248  0.000
N: -0.459 -3.883 0.072  0.007
C: 0.887 -3.960 0.378  -0.004
C: 1.334 -2.686 0.491  0.023
N: 0.283 -1.822 0.261  -0.110
C: -0.770 -2.571 0.013  0.074
H: -4.604 -5.592 -0.861  0.000
H: -3.080 -3.718 -0.507  0.000
H: 0.137 -6.490 0.181  0.000
H: -1.408 -8.351 -0.177  0.000
H: 1.409 -4.891 0.488  -0.001
H: 2.319 -2.307 0.711  0.006
H: -1.753 -2.195 -0.204  -0.008
N: 5.795 -1.682 -0.339  0.003
C: 4.877 -0.942 -0.987  0.002
N: 5.023 -0.845 -2.321  0.003
S: 3.645 -0.132 -0.173  0.004
H: 6.560 -2.139 -0.805  0.000
H: 5.728 -1.741 0.660  0.000
H: 5.778 -1.278 -2.824  0.000
H: 4.366 -0.277 -2.823  0.000

***

Entry 4:
Entry from the OMol25 dataset: a molecular structure, C28H17BrCl6N4O2Ti in a non-equilibrium geometry (the ωB97M-V functional and the def2-TZVPD basis).

Values from the calculation:
Net charge: +2
Strongest force on any atom, eV Å⁻¹: 1.9
Multiplicity: 1
Energy above the lowest of the compared OMol25 structures with the same formula, charge and spin, kJ/mol: 0.00

Each line ends with the Löwdin charge.
CARTESIAN COORDINATES (ANGSTROEM)
Ti: 0.028 -0.231 0.006  1.172
Cl: -0.430 0.886 3.210  0.822
C: -1.052 1.898 1.964  -0.651
C: -0.802 1.545 0.633  -0.284
C: -1.318 2.437 -0.313  -0.653
Cl: -1.069 2.029 -1.966  0.816
C: -2.008 3.605 0.008  -0.693
Cl: -2.536 4.681 -1.208  0.757
C: -2.255 3.896 1.357  -0.679
Cl: -3.144 5.282 1.796  0.778
C: -1.761 3.035 2.346  -0.694
Cl: -2.007 3.396 3.999  0.749
N: 1.077 -2.216 2.239  0.164
C: 1.915 -1.120 2.158  -0.282
C: 3.058 -1.074 2.971  0.038
C: 3.855 0.047 2.953  0.005
C: 3.506 1.109 2.118  -0.003
C: 2.383 0.985 1.334  -0.108
N: 1.595 -0.112 1.333  -0.055
C: -0.299 -2.244 2.119  -0.279
C: -1.008 -3.262 2.775  0.042
C: -2.383 -3.274 2.698  0.009
C: -3.038 -2.256 2.002  0.006
C: -2.280 -1.292 1.377  -0.086
N: -0.933 -1.294 1.418  -0.067
H: 1.450 -2.999 2.764  0.165
H: 3.290 -1.892 3.631  0.130
H: 4.721 0.113 3.589  0.132
H: 4.105 2.006 2.096  0.128
H: 2.061 1.808 0.699  0.123
H: -0.482 -4.025 3.331  0.133
H: -2.945 -4.055 3.184  0.133
H: -4.114 -2.225 1.946  0.128
H: -2.743 -0.471 0.827  0.139
Cl: 3.209 2.576 -3.777  0.778
C: 2.919 1.087 -2.985  -0.620
C: 3.626 -0.066 -3.328  -0.024
C: 3.376 -1.223 -2.610  0.006
C: 2.404 -1.216 -1.620  -0.082
N: 1.678 -0.127 -1.330  -0.046
C: 1.959 1.010 -1.975  -0.161
H: 4.360 -0.044 -4.118  0.130
H: 3.924 -2.128 -2.818  0.129
H: 2.204 -2.118 -1.048  0.124
H: 1.409 1.904 -1.696  0.073
Br: -0.594 -5.024 -1.308  0.874
C: -1.478 -4.020 -2.640  -0.571
C: -2.078 -4.698 -3.689  -0.095
C: -2.758 -3.989 -4.666  -0.025
C: -2.857 -2.604 -4.593  -0.039
C: -2.270 -1.927 -3.544  0.008
C: -1.559 -2.623 -2.554  -0.157
C: -0.908 -1.874 -1.485  -0.532
O: 0.002 -2.329 -0.751  -0.121
O: -1.244 -0.649 -1.261  -0.159
H: -2.014 -5.774 -3.745  0.113
H: -3.218 -4.517 -5.488  0.125
H: -3.392 -2.059 -5.356  0.120
H: -2.333 -0.849 -3.482  0.121